Record 1
Density functional theory data (wB97M-V/def2-TZVPD) for a structure of composition C3H8N2O.

Each line ends with the Mulliken charge.
Geometry (Å):
C1 0.89 0.28 1.18  -0.877
N1 -0.17 0.17 0.18  -0.048
C2 -1.11 -0.91 0.46  -0.876
C3 0.41 0.06 -1.24  0.239
O1 1.10 -0.87 -1.61  -0.590
N2 -0.09 1.20 -1.69  -0.527
H1 1.52 1.14 0.94  0.299
H2 0.45 0.42 2.17  0.318
H3 1.51 -0.63 1.17  0.348
H4 -0.59 -1.88 0.40  0.348
H5 -1.55 -0.78 1.45  0.317
H6 -1.90 -0.89 -0.30  0.299
H7 0.08 1.48 -2.65  0.204
H8 -0.56 1.22 -0.45  0.546

Its energy above the lowest of the compared OMol25 structures with the same formula, charge and spin is 51.5 kcal per mole. The value obtained for the largest force on an atom is 0.5 eV Å⁻¹. The frontier orbital gap is 10.4 eV. The calculation puts the HOMO energy at -9.551 eV. Its total energy is -303.8100 hartree.

***

Record 2
Density functional theory data (wB97M-V/def2-TZVPD) for a structure of composition CHLiO3Tl in a non-equilibrium geometry.

Each line ends with the Mulliken charge.
Geometry (Å):
O1 1.26 1.08 0.18  -0.644
C1 0.03 1.16 0.29  0.239
H1 -0.58 1.82 -0.28  0.390
O2 -0.24 -0.86 -0.33  -0.664
O3 -0.75 0.12 0.16  0.030
Tl1 -1.35 -2.64 0.53  0.734
Li1 1.63 -0.68 -0.55  0.914

Its energy above the lowest of the compared OMol25 structures with the same formula, charge and spin is 0.0 kcal per mole. Its net charge is +1. The value obtained for the largest force on an atom is 11.6 eV Å⁻¹. The frontier orbital gap is 9.2 eV. The calculation puts the HOMO energy at -13.701 eV. Its total energy is -444.1081 hartree.

***

Record 3
Density functional theory data (wB97M-V/def2-TZVPD) for a cluster of 2 separate species, C4H10N2O in total in a non-equilibrium geometry.

Each line ends with the Mulliken charge.
Geometry (Å):
H1 -1.07 -1.95 -1.40  0.240
N1 -1.20 -1.26 -0.68  -0.596
C1 -0.91 -0.09 -1.02  0.062
O1 -1.14 1.03 -0.06  -0.387
C2 -1.84 0.71 1.14  -0.709
H2 -0.76 0.36 -2.01  0.462
H3 -2.82 1.17 1.21  0.287
H4 -1.27 1.10 1.99  0.288
H5 -2.01 -0.33 1.43  0.342
H6 1.60 1.43 -1.87  0.234
N2 1.99 0.62 -1.39  -0.755
C3 1.39 0.33 -0.31  0.221
C4 1.85 -0.82 0.53  -1.040
H7 0.34 1.02 0.14  0.459
H8 2.62 -1.39 0.03  0.342
H9 1.00 -1.47 0.76  0.282
H10 2.23 -0.45 1.49  0.267

Its energy above the lowest of the compared OMol25 structures with the same formula, charge and spin is 101.4 kcal per mole. The value obtained for the largest force on an atom is 4.8 eV Å⁻¹. The SMILES is [H]/N=C/OC.[H]/N=C/C. The frontier orbital gap is 9.3 eV. The calculation puts the HOMO energy at -8.575 eV. Its total energy is -343.0398 hartree.

***

Record 4
Density functional theory data (wB97M-V/def2-TZVPD) for the molecule C22H34N4O5S in a non-equilibrium geometry.

Each line ends with the Mulliken charge.
Geometry (Å):
C1 -6.59 -4.11 -2.58  -1.123
C2 -5.36 -3.78 -3.42  -0.291
O1 -4.35 -3.14 -2.64  -0.386
C3 -4.52 -1.81 -2.44  0.762
O2 -5.41 -1.16 -2.94  -0.656
N1 -3.60 -1.30 -1.59  0.115
C4 -2.42 -2.02 -1.14  -0.772
C5 -1.18 -1.48 -1.87  -0.812
N2 -1.07 -0.04 -1.76  -0.142
S1 -0.38 0.47 -0.33  1.536
O3 -0.88 -0.25 0.80  -0.740
O4 -0.49 1.90 -0.33  -0.890
N3 1.15 -0.03 -0.62  0.459
C6 1.99 -0.50 0.46  0.184
C7 3.24 -1.14 -0.14  -1.049
C8 4.09 -0.07 -0.85  -1.058
C9 3.23 1.12 -1.30  0.555
C10 3.30 2.24 -0.24  0.107
O5 4.37 2.48 0.30  -0.703
N4 2.20 2.98 -0.04  0.006
C11 2.19 4.07 0.90  -1.007
C12 1.24 3.81 2.07  -1.262
C13 1.56 2.53 2.79  0.624
C14 2.83 2.28 3.30  -0.164
C15 3.11 1.09 3.94  -0.933
C16 2.13 0.11 4.09  1.072
C17 2.45 -1.18 4.79  -1.714
C18 0.86 0.37 3.61  -0.801
C19 0.58 1.56 2.96  -0.222
C20 1.84 0.65 -1.71  -1.790
C21 -2.28 0.66 -2.16  -0.921
C22 -3.51 0.13 -1.41  -0.794
H1 -6.30 -4.73 -1.73  0.292
H2 -7.31 -4.66 -3.19  0.389
H3 -7.05 -3.20 -2.22  0.312
H4 -4.89 -4.69 -3.80  0.325
H5 -5.64 -3.13 -4.25  0.330
H6 -2.55 -3.08 -1.32  0.488
H7 -2.30 -1.84 -0.06  0.301
H8 -0.28 -1.90 -1.44  0.340
H9 -1.24 -1.74 -2.93  0.394
H10 1.40 -1.22 1.03  0.688
H11 2.28 0.31 1.14  -0.697
H12 3.81 -1.62 0.65  0.452
H13 2.92 -1.90 -0.85  0.303
H14 4.85 0.32 -0.16  0.379
H15 4.60 -0.52 -1.70  0.425
H16 3.70 1.57 -2.19  0.557
H17 1.28 2.66 -0.34  0.248
H18 1.89 4.99 0.38  0.394
H19 3.22 4.19 1.25  0.529
H20 0.22 3.76 1.68  0.333
H21 1.30 4.66 2.76  0.429
H22 3.61 3.02 3.19  0.351
H23 4.11 0.91 4.31  0.400
H24 2.41 -1.03 5.87  0.362
H25 1.73 -1.95 4.53  0.375
H26 3.45 -1.52 4.54  0.375
H27 0.08 -0.37 3.71  0.376
H28 -0.41 1.72 2.57  0.447
H29 1.94 -0.06 -2.54  0.446
H30 1.20 1.47 -2.05  0.718
H31 -2.12 1.72 -1.95  0.463
H32 -2.41 0.52 -3.24  0.448
H33 -4.42 0.58 -1.79  0.531
H34 -3.40 0.34 -0.34  0.310

Its energy above the lowest of the compared OMol25 structures with the same formula, charge and spin is 6.9 kcal per mole. The value obtained for the largest force on an atom is 1.2 eV Å⁻¹. The SMILES is CCOC(=O)N1CCN(S(=O)(=O)N2CCC[C@H](C(=O)NCCc3ccc(C)cc3)C2)CC1. The frontier orbital gap is 9.2 eV. The calculation puts the HOMO energy at -8.683 eV. Its total energy is -1852.1911 hartree.

***

Record 5
Density functional theory data (wB97M-V/def2-TZVPD) for a structure of composition C23H33GdN2O2P2 in a non-equilibrium geometry.

Each line ends with the Mulliken charge.
Geometry (Å):
Gd1 0.16 0.85 -0.59  -0.020
P1 2.39 -1.18 -0.12  1.138
C1 2.39 -1.63 -1.86  -1.563
C2 1.13 -1.80 -2.53  0.773
N1 -0.03 -1.12 -2.16  0.443
C3 -1.22 -1.57 -2.69  0.422
C4 -1.27 -2.59 -3.64  -0.631
C5 -0.12 -3.16 -4.15  -0.679
C6 1.09 -2.68 -3.66  -1.008
C7 -2.57 -0.98 -2.21  -1.077
P2 -2.45 0.67 -1.34  0.993
H1 2.05 -3.05 -3.99  0.496
H2 -2.24 -2.94 -4.02  0.470
H3 -0.10 -3.96 -4.91  0.445
H4 -3.26 -0.83 -3.07  0.589
H5 -3.07 -1.67 -1.48  0.427
H6 2.57 0.70 -2.51  0.267
H7 3.26 -1.56 -2.52  0.637
H8 -0.23 3.80 -2.54  0.296
O1 2.20 1.46 -2.05  -0.470
H9 2.33 2.11 -2.78  0.292
H10 -0.09 2.54 0.57  0.082
O2 -0.66 4.00 -1.75  -0.507
H11 0.05 4.50 -1.26  0.301
C8 -2.85 1.78 -2.73  -1.476
H12 -3.86 1.53 -3.09  0.515
H13 -2.81 2.81 -2.36  0.409
H14 -2.13 1.66 -3.55  0.341
C9 -3.96 0.69 -0.36  -1.324
H15 -3.86 1.50 0.38  0.399
H16 -4.82 0.88 -1.02  0.426
H17 -4.07 -0.27 0.16  0.415
C10 2.24 -2.95 0.32  -1.176
H18 3.19 -3.48 0.21  0.445
H19 1.86 -3.03 1.33  0.311
H20 1.53 -3.40 -0.37  0.317
C11 4.21 -0.84 0.14  -1.369
H21 4.36 -0.51 1.19  0.415
H22 4.88 -1.71 0.00  0.418
H23 4.61 -0.01 -0.48  0.332
C12 -0.04 4.54 2.70  -0.546
C13 0.67 4.16 1.60  -0.920
C14 0.83 2.71 1.29  0.733
C15 0.26 1.70 2.29  -0.080
C16 -0.53 2.20 3.34  -0.504
C17 -0.60 3.58 3.58  -0.771
N2 0.05 0.45 1.74  0.579
C18 -0.14 -0.66 2.56  0.268
C19 0.48 -0.70 3.83  -0.229
C20 0.41 -1.89 4.56  -0.769
C21 -0.23 -3.02 4.02  -0.574
C22 -0.88 -2.94 2.78  -0.596
C23 -0.81 -1.78 2.02  -0.357
H24 -0.13 5.59 2.99  0.432
H25 1.10 4.87 0.91  0.586
H26 1.89 2.43 1.03  0.231
H27 -0.94 1.45 4.05  0.527
H28 -1.11 3.90 4.49  0.412
H29 0.96 0.20 4.22  0.540
H30 0.91 -1.95 5.53  0.416
H31 -0.28 -3.94 4.59  0.418
H32 -1.41 -3.80 2.35  0.426
H33 -1.30 -1.66 1.04  0.264

Its energy above the lowest of the compared OMol25 structures with the same formula, charge and spin is 155.7 kcal per mole. Its net charge is +2. The value obtained for the largest force on an atom is 3.8 eV Å⁻¹. Its multiplicity is 8. As for the expectation value of S²: 16.175. The frontier orbital gap (alpha / beta) is 5.8 / 4.6 eV. The calculation puts the HOMO energy (alpha / beta) at -11.484 / -12.500 eV. Its total energy is -2603.8462 hartree.

***

Record 6
Density functional theory data (wB97M-V/def2-TZVPD) for a cluster of 2 separate species, C19H26F3N4O11 in total in a non-equilibrium geometry.

Each line ends with the Mulliken charge.
Geometry (Å):
O1 3.41 -3.44 5.79  -0.708
O2 4.55 0.03 3.41  -0.665
O3 -3.35 -1.53 -5.90  -0.631
O4 1.12 -0.03 -1.88  -0.628
O5 -2.74 1.13 -3.54  -0.690
O6 2.59 -0.08 -3.53  -0.786
F1 0.59 -4.29 5.11  -0.254
F2 0.77 -3.08 6.97  -0.256
F3 -0.68 -2.53 5.42  -0.290
O7 -0.71 3.98 4.07  -0.540
O8 1.36 1.84 3.52  -0.433
O9 1.72 -0.51 0.66  -0.681
O10 0.39 4.10 0.75  -0.643
O11 -0.07 1.58 -0.37  -0.514
C1 3.00 -2.49 5.15  0.224
C2 3.61 -0.63 3.83  0.478
C3 -2.56 -2.36 -5.48  0.710
C4 1.47 0.22 -3.07  0.333
C5 -2.62 -0.08 -3.36  0.434
C6 1.28 -1.09 4.17  0.254
C7 1.60 -2.17 4.96  -0.529
N1 3.95 -1.66 4.64  0.001
N2 -3.57 -0.79 -2.74  -0.102
N3 2.29 -0.30 3.59  0.346
N4 -1.69 -2.16 -4.50  -0.110
C8 -2.54 -3.74 -6.10  -1.275
C9 0.57 -3.04 5.62  0.916
C10 -4.80 -0.21 -2.20  -0.948
C11 0.68 4.19 3.74  -0.916
C12 0.47 0.94 -3.99  -0.570
C13 1.98 0.83 2.71  -0.903
C14 1.24 3.10 2.81  -0.036
C15 1.09 0.49 1.49  0.697
C16 0.37 2.92 1.56  0.030
C17 0.88 1.78 0.68  -0.277
C18 -0.42 -0.06 -4.76  -1.118
C19 -1.38 -0.86 -3.86  0.088
H1 -1.06 4.74 4.57  0.302
H2 1.47 -0.41 -0.30  0.548
H3 -0.07 3.89 -0.09  0.402
H4 0.31 0.93 -1.04  0.415
H5 0.24 -0.81 3.99  0.592
H6 4.92 -1.96 4.66  0.276
H7 -3.43 -1.79 -2.67  0.244
H8 -1.07 -2.92 -4.27  0.290
H9 -2.79 -4.48 -5.34  0.323
H10 -1.55 -3.94 -6.50  0.341
H11 -3.28 -3.78 -6.90  0.334
H12 -5.36 0.25 -3.02  0.292
H13 -4.55 0.56 -1.48  0.274
H14 -5.41 -0.98 -1.73  0.340
H15 1.28 4.23 4.65  0.373
H16 0.78 5.15 3.23  0.434
H17 -0.16 1.61 -3.40  0.300
H18 1.01 1.55 -4.71  0.354
H19 2.91 1.22 2.29  0.573
H20 2.24 3.42 2.50  0.401
H21 0.11 0.12 1.83  -0.074
H22 -0.66 2.70 1.86  0.281
H23 1.85 2.07 0.24  0.167
H24 -1.00 0.48 -5.51  0.380
H25 0.24 -0.75 -5.28  0.448
H26 -0.83 -1.11 -2.95  0.381

Its net charge is -1. The value obtained for the largest force on an atom is 3.3 eV Å⁻¹. The frontier orbital gap is 7.9 eV. The calculation puts the HOMO energy at -5.755 eV. Its total energy is -2086.0777 hartree.

***

Record 7
Density functional theory data (wB97M-V/def2-TZVPD) for the molecule C3H6O in a non-equilibrium geometry.

Each line ends with the Mulliken charge.
Geometry (Å):
C1 1.07 -1.58 0.11  -0.788
C2 0.25 -0.55 0.37  0.016
C3 -0.39 0.39 -0.58  -0.321
O1 -0.90 1.50 0.17  -0.514
H1 1.34 -2.30 0.88  0.258
H2 1.23 -1.97 -0.90  0.258
H3 0.12 -0.39 1.43  0.297
H4 -1.23 -0.01 -1.17  0.228
H5 0.28 0.74 -1.37  0.275
H6 -0.27 2.21 0.25  0.291

Its energy above the lowest of the compared OMol25 structures with the same formula, charge and spin is 30.0 kcal per mole. The value obtained for the largest force on an atom is 2.2 eV Å⁻¹. The SMILES is C=CCO. The frontier orbital gap is 10.8 eV. The calculation puts the HOMO energy at -9.743 eV. Its total energy is -193.0953 hartree.

***

Record 8
Density functional theory data (wB97M-V/def2-TZVPD) for a structure of composition C13H33AlB2Br3O6S3 in a non-equilibrium geometry.

Each line ends with the Mulliken charge.
Geometry (Å):
Al1 0.77 22.27 -8.62  1.000
B1 5.42 23.45 -7.75  -0.150
H1 6.39 23.87 -7.54  0.054
H2 4.92 24.16 -8.39  0.030
H3 5.50 22.54 -8.32  0.028
H4 4.96 23.23 -6.81  0.024
B2 -0.03 25.43 -4.97  -0.083
H5 -0.27 25.93 -4.04  0.045
H6 -0.95 24.89 -5.18  0.050
H7 0.22 26.12 -5.76  -0.045
H8 0.72 24.68 -4.80  -0.072
C1 -0.20 31.84 -5.48  -0.279
Br1 -1.38 33.00 -4.42  0.033
Br2 1.66 32.07 -4.78  0.015
Br3 -0.30 32.09 -7.44  0.017
H9 -0.48 30.79 -5.38  0.321
C2 -7.56 27.70 -7.53  -0.652
C3 -8.13 27.57 -8.95  -0.604
C4 -7.20 26.50 -9.62  -0.731
S1 -5.51 27.03 -9.14  1.043
O1 -5.24 28.20 -9.99  -0.627
O2 -4.59 25.86 -9.04  -0.655
C5 -6.00 27.62 -7.52  -0.536
H10 -8.04 26.91 -6.95  0.313
H11 -7.98 28.59 -7.06  0.325
H12 -8.01 28.47 -9.56  0.321
H13 -9.19 27.29 -8.95  0.349
H14 -7.21 26.26 -10.68  0.435
H15 -7.30 25.60 -9.02  0.316
H16 -5.46 28.52 -7.23  0.416
H17 -5.72 26.79 -6.88  0.296
C6 -5.23 20.10 -1.67  -0.617
C7 -5.41 18.74 -2.46  -0.582
C8 -6.07 19.10 -3.78  -0.691
S2 -5.55 20.77 -4.31  1.101
O3 -6.77 21.52 -4.54  -0.649
O4 -4.48 20.72 -5.29  -0.645
C9 -4.89 21.26 -2.67  -0.664
H18 -4.34 20.07 -1.03  0.297
H19 -6.14 20.17 -1.07  0.338
H20 -5.90 18.00 -1.83  0.348
H21 -4.44 18.33 -2.75  0.274
H22 -7.16 19.15 -3.74  0.351
H23 -5.82 18.42 -4.59  0.409
H24 -5.26 22.22 -2.31  0.362
H25 -3.80 21.33 -2.78  0.368
C10 3.99 21.24 0.88  -0.607
C11 4.71 19.95 0.35  -0.535
C12 4.11 19.52 -1.02  -0.686
S3 2.42 20.23 -1.09  0.980
O5 1.48 19.37 -0.31  -0.630
O6 2.05 20.58 -2.48  -0.638
C13 2.90 21.68 -0.09  -0.653
H26 4.61 22.12 1.05  0.322
H27 3.60 21.17 1.89  0.313
H28 4.54 19.23 1.15  0.257
H29 5.78 20.03 0.19  0.350
H30 4.12 18.51 -1.43  0.452
H31 4.77 20.04 -1.71  0.312
H32 2.00 22.00 0.42  0.414
H33 3.29 22.32 -0.88  0.352

Its net charge is +1. The value obtained for the largest force on an atom is 5.7 eV Å⁻¹. The frontier orbital gap is 1.6 eV. The calculation puts the HOMO energy at -11.844 eV. Its total energy is -10174.3572 hartree.